Entry 1:
19
Properties=species:S:1:pos:R:3 method="wB97M-V/def2-TZVPD" total_charge=0 homo_ev=-10.9183 lumo_energy_ev=1.1 smiles=CCC.CC de_lowest_ev=2.0277 energy_ev=-5410.02191
C -0.264 1.951 -0.411
C 0.573 2.131 0.907
C 0.393 0.727 1.597
H -0.169 2.786 -1.095
H 0.026 0.970 -0.861
H -1.349 1.637 -0.286
H 0.448 3.097 1.408
H 1.560 2.378 0.693
H -0.320 0.044 1.017
H 0.111 0.756 2.658
H 1.213 0.047 1.527
C -0.395 -2.178 -1.758
C -0.235 -2.002 -0.161
H -0.437 -1.114 -2.044
H 0.594 -2.634 -2.095
H -1.297 -2.650 -1.922
H -0.548 -2.786 0.427
H -0.756 -1.147 0.176
H 0.854 -2.013 0.224

Entry 2:
65
Properties=species:S:1:pos:R:3 method="wB97M-V/def2-TZVPD" total_charge=0 homo_ev=-8.1146 lumo_energy_ev=0.3 smiles="CCCN1Cc2cccc(C(=O)N[C@H](CC(=O)OCC)c3ccc(OC(C)C)cc3)c2C1=O" de_lowest_ev=0.7414 energy_ev=-40701.34372
C -4.578 -3.321 -0.773
C -3.275 -3.207 0.008
C -3.449 -2.490 1.352
N -3.781 -1.097 1.180
C -5.100 -0.554 1.361
C -4.909 0.886 1.004
C -5.853 1.891 1.012
C -5.459 3.158 0.611
C -4.164 3.376 0.181
C -3.195 2.372 0.162
C -1.893 2.773 -0.481
O -1.786 3.861 -1.026
N -0.903 1.871 -0.433
C 0.285 1.997 -1.237
C 0.122 1.135 -2.523
C -0.207 -0.290 -2.140
O -1.306 -0.782 -2.186
O 0.878 -0.930 -1.715
C 0.680 -2.221 -1.135
C 2.029 -2.748 -0.686
C 1.541 1.605 -0.497
C 2.767 2.024 -0.995
C 3.959 1.650 -0.401
C 3.947 0.840 0.729
O 5.038 0.404 1.416
C 6.346 0.663 0.928
C 6.683 -0.257 -0.247
C 7.292 0.424 2.102
C 2.716 0.434 1.244
C 1.533 0.807 0.641
C -3.579 1.105 0.620
C -2.864 -0.182 0.806
O -1.667 -0.437 0.716
H -4.928 -2.339 -1.083
H -4.422 -3.914 -1.670
H -5.351 -3.801 -0.174
H -2.546 -2.656 -0.587
H -2.876 -4.204 0.205
H -2.506 -2.542 1.906
H -4.238 -2.960 1.943
H -5.833 -1.040 0.706
H -5.435 -0.684 2.398
H -6.869 1.691 1.317
H -6.169 3.970 0.613
H -3.863 4.349 -0.179
H -1.077 0.955 -0.020
H 0.351 3.048 -1.546
H -0.696 1.537 -3.121
H 1.052 1.155 -3.089
H 0.215 -2.879 -1.878
H -0.009 -2.111 -0.290
H 1.904 -3.713 -0.204
H 2.479 -2.050 0.015
H 2.692 -2.858 -1.540
H 2.797 2.657 -1.870
H 4.884 2.002 -0.830
H 6.425 1.715 0.617
H 5.967 -0.128 -1.054
H 7.679 -0.035 -0.620
H 6.649 -1.293 0.081
H 7.204 -0.605 2.440
H 8.317 0.616 1.800
H 7.033 1.082 2.927
H 2.714 -0.184 2.129
H 0.604 0.459 1.063

Entry 3:
74
Properties=species:S:1:pos:R:3 method="wB97M-V/def2-TZVPD" total_charge=-1 homo_ev=-4.5544 lumo_energy_ev=1.6 de_lowest_ev=0.7523 energy_ev=-77597.82146
Mg 8.438 7.109 11.690
O 4.568 8.607 12.613
C 5.785 8.362 12.698
N 6.544 7.941 11.674
C 5.853 8.038 10.403
C 6.795 8.376 9.240
C 6.278 8.513 7.925
C 7.116 8.819 6.888
C 8.475 8.962 7.190
C 8.933 8.730 8.483
N 8.108 8.437 9.516
C 6.423 8.560 14.062
C 5.621 8.452 15.208
C 6.158 8.608 16.459
C 7.498 8.982 16.560
C 8.202 9.149 15.359
N 7.714 8.935 14.114
H 5.061 8.821 10.440
H 5.296 7.112 10.121
H 5.235 8.403 7.763
H 6.786 8.928 5.868
H 9.158 9.260 6.411
H 10.007 8.829 8.688
H 4.597 8.188 15.084
H 5.558 8.407 17.343
H 8.030 9.131 17.493
H 9.238 9.466 15.401
N 13.558 7.796 11.842
C 12.554 6.890 11.481
S 12.922 5.222 11.424
N 11.403 7.495 11.243
N 10.350 6.836 10.777
C 10.371 6.043 9.760
C 11.534 5.858 8.860
C 11.859 6.845 7.946
C 12.923 6.687 7.076
C 13.718 5.553 7.103
C 13.355 4.510 7.945
C 12.267 4.680 8.767
C 9.120 5.385 9.418
C 8.994 4.707 8.247
C 7.786 4.093 7.993
C 6.760 4.109 8.912
C 7.005 4.829 10.089
N 8.123 5.473 10.319
H 14.189 7.321 12.465
H 13.081 8.595 12.281
H 11.290 7.760 7.902
H 13.172 7.432 6.330
H 14.553 5.509 6.417
H 13.922 3.607 7.962
H 12.005 3.862 9.443
H 9.802 4.662 7.524
H 7.671 3.513 7.073
H 5.834 3.534 8.794
H 6.278 4.842 10.905
O 8.638 4.341 14.596
C 9.260 5.344 14.266
O 9.115 6.032 13.179
C 10.305 5.920 15.231
C 10.888 7.120 14.898
C 11.806 7.666 15.763
C 12.169 7.142 17.000
C 11.486 5.978 17.307
C 10.578 5.363 16.465
N 11.808 5.343 18.620
O 11.248 4.292 18.907
O 12.630 5.882 19.331
N 12.484 8.919 15.414
O 12.000 9.549 14.512
O 13.500 9.206 16.022
H 10.715 7.566 13.936
H 12.916 7.603 17.595
H 10.083 4.443 16.778

Entry 4:
17
Properties=species:S:1:pos:R:3 method="wB97M-V/def2-TZVPD" total_charge=0 homo_ev=-9.7547 lumo_energy_ev=0.9 smiles=CC(C)(F)[C@@H]1CN1 de_lowest_ev=4.1709 energy_ev=-9550.44711
C -0.024 0.332 1.855
C 0.456 -0.048 0.425
C 1.753 0.364 -0.100
F 0.476 -1.413 0.589
C -0.503 0.156 -0.622
C -1.769 -0.623 -1.094
N -0.387 -0.828 -1.735
H -1.077 -0.116 1.952
H -0.124 1.507 2.117
H 0.542 -0.071 2.698
H 2.309 -0.722 -0.640
H 2.365 0.579 0.906
H 1.633 1.378 -0.848
H -0.311 1.378 -0.843
H -2.251 -1.459 -0.411
H -2.668 -0.026 -1.627
H -0.420 -0.387 -2.621

Entry 5:
66
Properties=species:S:1:pos:R:3 method="wB97M-V/def2-TZVPD" total_charge=0 homo_ev=-9.4258 lumo_energy_ev=-1.0 de_lowest_ev=0.0000 energy_ev=-59379.34206
N 3.656 -1.091 0.043
H 3.187 -0.628 0.869
H 3.819 -2.087 0.154
H 4.568 -0.658 -0.088
H 3.057 -0.900 -0.800
N -0.187 0.098 0.482
H -0.863 0.700 0.932
H -0.088 0.274 -0.521
H -0.433 -0.907 0.501
H 0.745 0.148 0.912
N 1.358 -1.990 3.461
H 0.304 -1.890 3.277
H 1.836 -1.094 3.218
H 1.698 -2.719 2.840
H 1.579 -2.267 4.413
C 2.900 2.447 2.835
C 1.922 1.343 2.490
O 0.731 1.525 2.686
O 2.384 0.228 1.999
H 2.427 3.397 2.619
H 3.859 2.444 2.314
H 3.141 2.235 3.880
C 1.314 0.622 -3.740
C 1.228 0.683 -2.227
O 1.770 -0.262 -1.553
O 0.720 1.684 -1.690
H 1.199 1.626 -4.148
H 0.574 -0.071 -4.135
H 2.317 0.355 -4.078
C -3.343 -1.758 2.463
C -1.836 -1.888 2.534
O -1.233 -2.240 1.478
O -1.239 -1.523 3.579
H -3.771 -1.314 3.355
H -3.755 -2.744 2.252
H -3.549 -1.111 1.608
C 0.030 -4.108 -1.091
C 1.038 -4.617 -2.150
O 0.466 -4.275 -3.383
C -0.719 -3.654 -3.192
O -1.507 -3.361 -4.023
O -0.901 -3.380 -1.878
F 1.158 -5.969 -2.087
H 0.504 -3.428 -0.391
H -0.417 -4.985 -0.628
H 2.002 -4.116 -2.074
C -0.617 3.948 0.369
C 0.854 4.276 0.443
O 0.960 4.857 1.709
C -0.234 5.463 1.987
O -0.366 6.331 2.780
O -1.181 5.021 1.145
F 1.170 5.277 -0.460
H -0.843 3.003 0.855
H -0.968 4.031 -0.651
H 1.492 3.442 0.160
C -3.702 -0.022 -2.916
C -3.332 -0.109 -1.439
O -2.976 1.214 -1.097
C -3.138 2.051 -2.174
O -2.895 3.204 -2.147
O -3.712 1.390 -3.194
F -2.275 -0.945 -1.287
H -4.737 -0.337 -3.041
H -3.001 -0.499 -3.592
H -4.147 -0.372 -0.768

Entry 6:
62
Properties=species:S:1:pos:R:3 method="wB97M-V/def2-TZVPD" total_charge=+1 homo_ev=-12.6958 lumo_energy_ev=-4.3 energy_ev=-50396.78122
S 5.441 1.542 -1.789
C 6.094 -0.002 -1.344
N 6.581 -0.984 -0.471
C 5.443 -1.883 -0.040
C 4.908 -2.766 -1.314
C 3.312 -2.278 -1.271
N 3.137 -1.002 -0.423
C 4.254 -0.983 0.640
H 5.822 -2.565 0.833
H 5.485 -2.557 -2.336
H 4.995 -3.954 -1.246
H 2.794 -3.089 -0.565
H 2.790 -2.171 -2.329
H 3.187 -0.172 -1.088
H 2.188 -1.066 0.024
H 4.468 0.133 0.945
H 3.904 -1.451 1.681
C -3.616 -2.189 -4.544
C -2.154 -1.782 -4.595
O -1.615 -1.646 -3.274
C -1.307 -2.807 -2.644
O -1.439 -3.931 -3.101
O -0.850 -2.504 -1.403
C -0.581 -3.646 -0.594
H -4.187 -1.496 -3.918
H -4.050 -2.202 -5.548
H -3.736 -3.185 -4.106
H -2.068 -0.801 -5.075
H -1.557 -2.484 -5.188
H 0.091 -4.345 -1.101
H -1.520 -4.139 -0.323
H -0.092 -3.305 0.323
C -2.791 -0.174 2.309
C -1.329 0.234 2.258
O -0.790 0.370 3.579
C -0.482 -0.791 4.209
O -0.614 -1.915 3.752
O -0.026 -0.488 5.450
C 0.244 -1.631 6.259
H -3.363 0.519 2.935
H -3.225 -0.187 1.305
H -2.911 -1.169 2.747
H -1.243 1.214 1.778
H -0.733 -0.469 1.665
H 0.916 -2.330 5.751
H -0.695 -2.123 6.530
H 0.733 -1.290 7.176
C -0.368 6.472 0.791
C -1.863 6.440 1.060
O -2.583 6.016 -0.104
C -2.563 4.682 -0.352
O -2.003 3.833 0.324
O -3.251 4.457 -1.499
C -3.224 3.098 -1.929
H -0.149 7.079 -0.093
H 0.171 6.884 1.648
H 0.021 5.468 0.591
H -2.209 7.452 1.295
H -2.107 5.808 1.921
H -3.551 2.421 -1.133
H -2.218 2.836 -2.270
H -3.914 2.994 -2.771

no.,gap between HOMO and LUMO (eV)
1,12.03
2,8.41
3,6.13
4,10.62
5,8.45
6,8.41